[1]
The ion C7H12NO2 with charge +1 in a non-equilibrium geometry. Source: the Open Molecules 2025 dataset; level of theory: ωB97M-V with the def2-TZVPD basis set.

* M: 142.18 g mol⁻¹
* SMILES: C[N+](C)=C1CCC(=O)[C@@H]1O
* highest occupied orbital energy: -14.11 eV
* ΔE to the lowest compared entry with this formula, charge and spin: 222.4 kJ/mol
* total charge: +1
* DFT total energy: -13030.10838 eV

Structure (XYZ):
```
22
Properties=species:S:1:pos:R:3:forces:R:3:lowdin_charge:R:1
C 0.0816 0.1734 -0.0504 -0.773 -4.664 1.411 -0.1066
C -1.0776 -0.7867 -1.9580 0.612 -0.051 1.844 -0.3328
C -0.0706 1.1546 -1.0468 -0.075 2.845 -1.530 -0.1177
C -0.3218 0.4469 -2.3850 -1.397 1.103 -2.612 -0.0639
C -0.4344 -1.3163 -0.6185 3.614 0.891 -1.604 -0.2492
C 0.6663 -1.0000 1.9621 -2.804 0.439 -1.021 0.0601
C 0.9233 1.5223 1.7616 1.353 2.582 0.918 -0.0096
N 0.4713 0.2650 1.1643 0.920 -0.064 0.491 -0.0652
O -2.1627 -1.1901 -2.2320 -0.387 -0.034 -0.694 0.1658
O -1.2263 -2.1249 0.0891 -3.672 0.478 -0.257 0.0027
H -0.9362 1.7611 -0.7279 -0.012 -0.013 -0.224 0.1737
H 0.7604 1.8846 -1.1177 -0.305 -0.375 0.178 0.1547
H 0.6729 0.1811 -2.7958 -0.674 0.030 -0.126 0.1401
H -0.9799 1.0720 -3.2202 1.948 -1.539 2.350 0.2053
H 0.5196 -1.9812 -0.8297 -1.182 1.804 0.027 0.2091
H 1.0168 -0.7383 2.9016 0.616 0.458 1.681 0.0749
H 1.3506 -1.6108 1.4520 0.954 -0.816 -0.656 0.0932
H -0.3240 -1.5165 2.0242 1.022 0.423 0.095 0.1224
H 1.3616 1.4590 2.7860 -0.280 -1.001 -0.856 0.1072
H 0.1109 2.2504 1.9912 0.132 -0.657 -0.880 0.1180
H 1.7618 2.0889 1.1978 -1.582 -1.203 0.326 0.1387
H -2.1636 -1.9946 -0.3479 1.970 -0.639 1.142 0.1791
```
Positions in Å, forces in eV/Å.

[2]
The ion C7H12NO2S with charge +1 in a non-equilibrium geometry. Source: the Open Molecules 2025 dataset; level of theory: ωB97M-V with the def2-TZVPD basis set.

* M: 174.25 g mol⁻¹
* highest occupied orbital energy (alpha / beta): -11.60 / -12.50 eV
* ΔE to the lowest compared entry with this formula, charge and spin: 117.3 kJ/mol
* total charge: +1
* DFT total energy: -23859.33291 eV
* 2S+1: 3
* ⟨S²⟩: 2.028

Structure (XYZ):
```
23
Properties=species:S:1:pos:R:3:forces:R:3:lowdin_charge:R:1
C 1.2825 0.7634 1.0030 -0.169 2.280 -2.013 0.0798
C -2.1982 0.1536 1.1720 -1.162 0.779 0.786 -0.4064
C -0.6539 1.3211 -0.2596 2.177 2.367 -1.076 -0.3165
C -1.2285 2.0425 -1.3885 -0.636 -1.387 -1.600 0.0346
C 0.1576 -2.7279 1.7934 0.056 0.416 0.774 -0.1598
C 1.2648 2.4726 -0.8212 4.042 1.013 -2.185 -0.0286
C -1.2800 -2.7563 1.2905 -1.351 -0.988 0.209 -0.4797
N 0.6553 1.5263 0.0138 -2.242 -2.739 1.864 -0.0215
O -1.1791 0.3554 0.3603 1.049 -2.854 0.015 -0.0529
O 2.5077 1.1580 1.2429 -0.046 -0.268 0.478 0.1260
S -2.3565 -1.3343 1.8171 -0.796 -1.102 0.756 0.9923
H -0.8618 3.0000 -1.6383 0.707 0.753 0.063 0.0827
H -1.2545 1.4321 -2.3318 0.583 0.202 0.687 0.1505
H -2.2448 2.1851 -1.2696 -2.376 0.180 0.823 0.0834
H 0.8556 -2.4490 0.9591 -0.593 -0.224 0.865 0.0761
H 0.1253 -1.8994 2.5731 0.893 -1.336 -0.579 0.0733
H 0.4526 -3.7371 2.2035 -0.157 1.341 -0.223 0.0945
H 2.3861 2.5209 -0.7768 -1.097 -0.432 0.642 0.1358
H 1.1135 2.2282 -1.8825 -0.230 0.010 0.452 0.1229
H 0.9411 3.4647 -0.6326 -0.482 0.821 0.297 0.1110
H -1.9442 -3.6775 1.5664 1.367 1.708 -0.113 0.1176
H -1.2971 -2.7347 0.2346 -0.115 -0.072 -1.298 0.0451
H 3.0267 0.4884 1.6833 0.579 -0.467 0.376 0.1397
```
Positions in Å, forces in eV/Å.

[3]
A cluster of 2 separate species, C7H12NO4P in total in a non-equilibrium geometry. Source: the Open Molecules 2025 dataset; level of theory: ωB97M-V with the def2-TZVPD basis set.

* M: 205.15 g mol⁻¹
* highest occupied orbital energy: -9.16 eV
* ΔE to the lowest compared entry with this formula, charge and spin: 212.5 kJ/mol
* DFT total energy: -26419.65959 eV

Structure (XYZ):
```
25
Properties=species:S:1:pos:R:3:forces:R:3:lowdin_charge:R:1
C 2.0951 3.2488 1.0572 1.085 1.215 1.505 -0.1666
C 2.2326 2.4431 2.1496 1.377 -0.276 1.084 -0.1137
C 0.7144 1.6825 0.8585 -1.702 -2.436 -1.098 -0.2034
C -0.3186 -1.6899 2.8427 -0.258 -1.288 0.149 -0.0801
C -0.2907 0.2782 -3.7460 2.969 -0.150 0.260 -0.0790
C -0.4483 -2.5285 1.5652 2.126 -2.345 2.201 -0.3301
C -0.8879 0.4247 -2.3783 -2.522 -3.138 -1.082 -0.3214
N 1.0905 2.7738 0.2880 -1.198 -1.213 -1.243 0.0490
O -2.1117 -0.5302 0.2184 0.418 0.519 0.351 -0.2465
O 1.3580 1.4076 1.9951 -0.183 -0.161 0.014 -0.0486
O 0.0883 -1.8340 0.4832 0.791 1.384 -1.493 -0.2032
O -0.1817 -0.4361 -1.4985 1.260 0.266 1.530 -0.2186
P -0.6604 -0.5150 0.0046 0.816 1.168 -0.187 0.6811
H 2.5843 4.1968 0.7862 -0.168 -0.753 0.413 0.1124
H 2.8696 2.2820 3.0668 -0.705 0.826 -1.457 0.1376
H 0.6231 -1.0241 2.7411 -1.611 -1.264 0.701 0.1026
H -1.2560 -1.1356 2.9116 0.378 0.588 0.310 0.0648
H -0.3575 -2.4906 3.6720 0.569 1.759 -0.777 0.1027
H 0.8510 0.7295 -3.7061 -2.802 -1.298 -0.122 0.1415
H -0.2536 -0.8079 -4.0852 -0.102 1.575 0.258 0.0981
H -0.8365 0.9399 -4.3928 -0.249 -0.045 -0.684 0.0595
H -1.3864 -2.9298 1.2994 -1.616 0.240 0.018 0.0963
H 0.1279 -3.5243 1.7616 -0.213 1.897 -0.919 0.1465
H -1.9423 0.0318 -2.2336 0.776 0.363 -1.149 0.1308
H -1.0327 1.4170 -2.1608 0.763 2.565 1.418 0.0883
```
Positions in Å, forces in eV/Å.